Version one
13
Properties=species:S:1:pos:R:3 method="wB97M-V/def2-TZVPD" homo_energy_ev=-10.6194 charge=0
C -0.88982 1.15239 0.67244
C -0.03627 0.29791 -0.11194
C 0.74322 -0.84427 0.31072
O -3.37046 0.79824 -0.16265
O -2.38143 -1.21895 0.77442
O -1.63561 -0.50921 -1.43828
S -2.30129 -0.17643 -0.21456
H -1.08024 1.03307 1.82128
H -1.35085 2.04284 0.22355
H -0.01310 0.49028 -1.16495
H 0.90496 -1.50328 -0.49875
H 0.34865 -1.45268 1.11870
H 1.70651 -0.39395 0.54492



Version two
13
Properties=species:S:1:pos:R:3 method="wB97M-V/def2-TZVPD" homo_energy_ev=-8.0717 charge=0
C -1.35523 0.63683 0.23365
C 1.70747 -0.49305 -0.58812
C 0.82566 -0.57486 0.59778
O -3.29351 -1.06824 -0.22296
O -0.82271 1.81381 0.38471
O -0.59687 -0.58632 0.35498
S -2.98117 0.36314 -0.13916
H 1.72676 -1.28793 -1.42208
H 1.62555 0.44182 -1.25646
H 2.72348 -0.40183 -0.32678
H 0.96948 0.16291 1.37451
H 0.84188 -1.57000 1.09338
H -1.37081 2.56371 -0.08345



On energetic grounds, version two is preferred over the next structure by 0.089 eV.



Version one
173
Properties=species:S:1:pos:R:3 method="wB97M-V/def2-TZVPD" smiles=COC[C@H](C)N.COC[C@H](C)N.COC[C@H](C)N.COC[C@H](C)N.COC[C@H](C)N.COC[C@H](C)N.COC[C@H](C)N.COC[C@H](C)N.COC[C@H](C)N.COC[C@H](C)N.O homo_energy_ev=-8.6727 charge=0
C 1.33397 -3.54920 3.27044
C 1.82242 -2.32491 2.54173
C 2.09711 -1.14255 3.47996
O 2.24085 0.05456 2.74100
C 2.46212 1.16560 3.57763
N 3.11084 -2.64970 1.81755
H 0.37601 -3.42476 3.77890
H 2.08730 -3.86256 3.99996
H 1.15855 -4.43295 2.65467
H 1.21460 -2.00185 1.69331
H 2.98317 -1.32891 4.09971
H 1.27441 -1.00510 4.19981
H 3.40089 1.08138 4.13335
H 1.60518 1.28480 4.25045
H 2.51650 2.09008 3.00168
H 3.83890 -2.97316 2.45071
H 3.40158 -1.68892 1.63496
C -5.07840 -3.17410 3.20665
C -4.69291 -3.67034 1.82875
C -3.30804 -4.29065 1.81632
O -2.25916 -3.49340 2.33696
C -2.01559 -2.39040 1.51611
N -5.64718 -4.73356 1.36960
H -4.33590 -2.43160 3.51536
H -5.06742 -3.99669 3.92666
H -6.09019 -2.76966 3.19237
H -4.86255 -2.87984 1.09344
H -3.00463 -4.63773 0.81902
H -3.33276 -5.22234 2.39034
H -1.16827 -1.76860 1.81801
H -2.84505 -1.67337 1.47142
H -1.72105 -2.66741 0.49631
H -6.56328 -4.42371 1.68201
H -5.46151 -5.53887 1.97049
C 1.86524 -0.70570 -1.06671
C 1.18396 0.61516 -0.74042
C -0.21710 0.49179 -0.17907
O -0.70508 1.79880 0.07771
C -1.69266 1.81815 1.07078
N 2.07641 1.39089 0.15146
H 1.28395 -1.25319 -1.81319
H 1.90159 -1.38003 -0.20677
H 2.87739 -0.51987 -1.42087
H 1.05509 1.24845 -1.62806
H -0.22989 -0.06680 0.76880
H -0.90489 -0.05855 -0.83338
H -2.38209 0.96329 1.02677
H -2.28897 2.71774 0.91051
H -1.33176 1.79442 2.10555
H 2.28501 0.74411 0.92327
H 1.47587 2.06947 0.62293
C 3.75402 -6.36783 -4.99306
C 3.57560 -6.01660 -3.52393
C 4.23634 -4.68668 -3.14851
O 4.16033 -4.55516 -1.74837
C 4.51102 -3.25887 -1.29989
N 2.14782 -5.97330 -3.20673
H 3.32269 -7.35205 -5.17630
H 4.81148 -6.38840 -5.27007
H 3.25646 -5.63883 -5.63559
H 4.15511 -6.79063 -3.00085
H 3.63295 -3.88126 -3.59618
H 5.27724 -4.64820 -3.48774
H 3.74455 -2.52001 -1.53734
H 5.51073 -2.94409 -1.61413
H 4.56476 -3.34842 -0.21577
H 1.82560 -6.86509 -2.84893
H 2.04477 -5.32626 -2.42710
C -3.96304 -1.57495 -1.72497
C -3.01995 -2.10689 -2.79704
C -2.86046 -1.10038 -3.92166
O -4.10181 -0.93872 -4.54512
C -4.16590 -0.29323 -5.78794
N -1.76900 -2.50520 -2.15265
H -4.93661 -1.31668 -2.13915
H -3.59933 -0.66346 -1.24371
H -4.06982 -2.35871 -0.97256
H -3.48166 -2.97150 -3.29096
H -2.08344 -1.45018 -4.61627
H -2.52577 -0.12123 -3.54780
H -3.24094 -0.38060 -6.37918
H -4.19549 0.77981 -5.55438
H -4.99715 -0.72612 -6.33787
H -1.97975 -3.04815 -1.32923
H -1.19473 -3.07498 -2.76281
C 4.45419 -0.21276 -4.72707
C 5.69908 0.67495 -4.80309
C 5.52354 1.88093 -5.66336
O 6.81380 2.41282 -5.93895
C 6.77963 3.70777 -6.53627
N 6.17645 0.98262 -3.44997
H 4.58094 -1.03719 -4.02225
H 4.13840 -0.61275 -5.68792
H 3.67086 0.37120 -4.23579
H 6.50662 0.07968 -5.25408
H 4.96101 2.64951 -5.10691
H 4.95304 1.71175 -6.58594
H 6.11190 3.76383 -7.39738
H 7.82773 3.83786 -6.79538
H 6.46906 4.45450 -5.80037
H 5.38292 1.21939 -2.84381
H 6.69570 1.85493 -3.52668
C -6.56265 5.09974 3.26205
C -5.41763 5.90812 3.88410
C -4.70198 6.67608 2.76324
O -3.92977 5.74003 2.05220
C -2.89277 6.28552 1.27240
N -5.94497 6.81426 4.93406
H -6.16018 4.38601 2.54579
H -7.31286 5.78121 2.86035
H -7.12554 4.51431 3.99731
H -4.62124 5.30149 4.32033
H -3.96577 7.34504 3.23944
H -5.37431 7.27866 2.14226
H -3.35950 6.86628 0.46545
H -2.24549 5.52588 0.84827
H -2.31361 7.02295 1.84046
H -5.17407 6.92380 5.58832
H -6.61618 6.25256 5.45243
C -1.46641 -1.08069 5.14033
C -1.29056 0.39334 5.55811
C -2.61140 1.14855 5.49296
O -2.83788 1.52472 4.12411
C -3.89093 2.40693 3.85192
N -0.53834 0.49707 6.79847
H -2.35908 -1.52350 5.58693
H -0.60205 -1.65352 5.47545
H -1.56757 -1.18670 4.06133
H -0.65902 0.80557 4.75530
H -2.62909 2.08515 6.05848
H -3.43899 0.45001 5.65271
H -3.93662 2.56323 2.77757
H -3.76729 3.33092 4.42206
H -4.87253 1.99239 4.12175
H -0.37253 1.44432 7.11492
H 0.37806 0.08311 6.68538
C 6.42099 -3.63296 3.20237
C 7.42438 -2.61333 2.68175
C 6.80978 -1.22795 2.53250
O 5.84730 -1.22071 1.49827
C 5.51253 0.05508 1.01261
N 8.57243 -2.58649 3.62814
H 5.60329 -3.83217 2.50574
H 6.02112 -3.22566 4.13445
H 6.81142 -4.62667 3.42422
H 7.81836 -2.87236 1.69349
H 7.59902 -0.50126 2.31589
H 6.30685 -0.94866 3.46649
H 5.03807 0.65236 1.79375
H 4.84154 -0.05757 0.16096
H 6.36577 0.58746 0.57560
H 9.24346 -3.24370 3.23657
H 9.07057 -1.70533 3.48954
C -6.23086 2.63961 -4.90137
C -6.10749 3.82990 -3.94688
C -4.68554 4.04041 -3.44283
O -4.27471 3.01982 -2.55392
C -3.10955 3.43392 -1.86729
N -6.54044 5.04955 -4.67905
H -7.23983 2.58751 -5.30535
H -6.02096 1.69071 -4.39969
H -5.49745 2.67704 -5.71121
H -6.79184 3.57476 -3.13612
H -4.61520 5.05204 -3.01518
H -3.94589 4.03724 -4.26148
H -2.36768 3.84197 -2.56437
H -2.66324 2.61454 -1.31281
H -3.31014 4.25570 -1.16932
H -6.71058 5.72180 -3.93031
H -5.71559 5.40701 -5.15740
O 3.67091 2.11588 -2.20691
H 3.23576 1.77122 -1.39565
H 2.98011 2.11258 -2.87741



Version two
173
Properties=species:S:1:pos:R:3 method="wB97M-V/def2-TZVPD" smiles=COC[C@H](C)N.COC[C@H](C)N.COC[C@H](C)N.COC[C@H](C)N.COC[C@H](C)N.COC[C@H](C)N.COC[C@H](C)N.COC[C@H](C)N.COC[C@H](C)N.COC[C@H](C)N.O homo_energy_ev=-8.3095 charge=0
C 15.93752 11.78236 15.92015
C 16.60699 13.11201 15.66610
C 15.74601 14.36911 16.08211
O 16.33973 15.47980 15.41782
C 15.63577 16.68104 15.76465
N 17.89258 13.23805 16.36052
H 14.95473 11.74316 15.42996
H 15.68904 11.54627 16.97979
H 16.43590 10.98659 15.48099
H 16.75944 13.12486 14.56922
H 15.83640 14.44905 17.15596
H 14.71053 14.23817 15.82937
H 16.02005 17.58224 15.24547
H 15.85564 16.95845 16.81314
H 14.55692 16.61792 15.56561
H 18.20314 14.19307 16.33635
H 17.63729 13.07892 17.35988
C 13.19217 14.97062 11.72097
C 13.56098 14.54671 13.13496
C 12.36079 14.76118 14.06908
O 11.95471 16.16792 13.97741
C 10.67938 16.29172 14.65991
N 13.93309 13.15191 13.28980
H 13.14526 16.08344 11.72634
H 12.26178 14.58320 11.28618
H 14.01222 14.51276 11.16379
H 14.38776 15.15921 13.52874
H 12.63107 14.57813 15.11676
H 11.53811 14.09598 13.80178
H 9.91938 15.92189 13.99460
H 10.48115 17.33991 14.92273
H 10.76767 15.71182 15.57045
H 14.72958 12.85904 12.80123
H 13.08442 12.51299 12.98132
C 13.63471 21.86356 13.53157
C 14.73523 21.93034 12.45843
C 15.23919 23.33510 12.54674
O 16.30744 23.65374 11.68195
C 15.87639 24.21068 10.47640
N 15.83370 21.00309 12.71998
H 13.98872 22.13528 14.57488
H 13.07514 20.95677 13.67818
H 12.82822 22.61985 13.29989
H 14.33014 21.73290 11.44993
H 15.67177 23.52008 13.56653
H 14.46534 24.08216 12.46804
H 15.15694 23.55809 9.83715
H 16.73580 24.32620 9.79079
H 15.37168 25.21059 10.66427
H 16.38992 20.90611 11.86928
H 15.39690 20.09069 12.91805
C 18.13366 22.85030 15.72106
C 18.44644 21.32155 15.86073
C 19.00126 21.05954 17.29157
O 19.50447 19.79325 17.31823
C 20.42340 19.57023 18.42947
N 17.22743 20.50019 15.66348
H 19.03000 23.41192 15.69464
H 17.58973 23.10445 16.61366
H 17.53650 23.02955 14.81058
H 19.23944 21.12312 15.16887
H 18.26424 21.20069 18.10801
H 19.85927 21.77882 17.52556
H 20.12436 20.09087 19.36511
H 21.42524 19.83902 18.06659
H 20.36904 18.46403 18.64062
H 17.37047 19.46363 15.75091
H 16.81745 20.84073 14.79293
C 21.07254 16.99191 12.94034
C 20.50972 17.42104 14.28755
C 20.28321 16.19958 15.20899
O 21.51989 15.49589 15.26242
C 21.56100 14.49676 16.20602
N 21.41342 18.33945 14.94435
H 20.50116 16.14375 12.41452
H 22.04998 16.59579 12.97545
H 21.16026 17.91498 12.36643
H 19.57697 17.91779 14.11027
H 19.52276 15.48412 14.89892
H 19.91052 16.46662 16.19006
H 21.27891 14.86118 17.23842
H 22.57048 14.01755 16.20472
H 20.81587 13.72241 15.97775
H 20.92662 18.78370 15.71022
H 22.23735 18.01462 15.32229
C 19.76228 10.63992 11.19115
C 19.95045 11.37372 12.48493
C 19.70409 12.81478 12.36502
O 20.65821 13.56024 11.56703
C 21.96551 13.51912 12.09982
N 18.81405 10.83128 13.37051
H 20.14196 9.67006 11.29084
H 20.36551 11.15810 10.42838
H 18.61809 10.61389 10.93808
H 20.91924 11.17977 12.95366
H 19.51083 13.18284 13.40268
H 18.75963 12.89752 11.84584
H 21.84011 13.54561 13.17695
H 22.45222 14.41017 11.71570
H 22.62881 12.63852 11.86670
H 17.92737 11.21448 13.03914
H 18.94939 11.33172 14.28010
C 9.67963 23.03433 8.98953
C 10.59802 21.77119 9.17623
C 10.11559 20.84984 10.29623
O 11.27113 20.22095 10.80632
C 10.99842 19.32087 11.80617
N 10.78714 21.07527 7.94288
H 9.96158 23.80081 9.73293
H 8.65392 22.85598 9.18002
H 9.84969 23.32163 7.95826
H 11.50852 22.30016 9.56768
H 9.41000 20.03607 9.92769
H 9.51030 21.33282 11.10716
H 11.92177 18.79349 12.09609
H 10.31943 18.49492 11.45274
H 10.54196 19.74861 12.72877
H 11.30069 21.64878 7.24226
H 11.07105 20.14553 7.90126
C 20.61406 20.56937 10.72296
C 21.76123 21.16214 11.49116
C 21.90884 22.72704 11.22333
O 22.19331 22.95537 9.86102
C 22.79582 24.20848 9.57719
N 21.52976 20.93567 12.96560
H 20.74154 21.03837 9.74347
H 19.59723 20.83855 11.14490
H 20.59939 19.49710 10.78284
H 22.62505 20.63303 11.14667
H 22.78120 23.08622 11.82782
H 21.03255 23.17040 11.66676
H 23.75355 24.43616 10.11482
H 22.14678 25.05796 9.77969
H 22.98537 24.21221 8.53837
H 21.32642 19.96711 13.18974
H 22.37670 21.11009 13.48550
C 17.48558 17.98458 11.05550
C 16.72295 16.66493 10.93145
C 17.48298 15.67949 10.11945
O 16.55302 14.64363 9.92669
C 16.63931 13.90276 8.72247
N 16.39168 16.19659 12.26039
H 17.45586 18.55367 10.13619
H 18.52514 17.76846 11.22784
H 17.11647 18.66124 11.80172
H 15.74996 16.82488 10.45181
H 18.34820 15.37900 10.76012
H 17.76808 16.09938 9.12275
H 15.71116 13.39738 8.54939
H 17.46448 13.23617 8.63726
H 16.83517 14.58545 7.92343
H 16.02525 15.24591 12.22538
H 17.09701 16.24269 12.97348
C 12.87816 16.20384 8.47581
C 12.46875 17.72580 8.09826
C 13.65186 18.51173 7.48614
O 14.72059 18.78780 8.39450
C 14.44674 19.79376 9.37455
N 11.34294 17.83109 7.19083
H 13.14911 15.65947 7.58673
H 11.96405 15.76743 8.94230
H 13.69806 16.05021 9.24500
H 12.09433 18.22626 9.01354
H 13.17927 19.41596 7.07491
H 14.13274 18.01477 6.67005
H 13.86114 19.39954 10.25666
H 13.91449 20.57438 8.83091
H 15.39130 20.18159 9.73591
H 11.47842 17.16636 6.40856
H 10.47264 17.62821 7.62275
O 14.40169 18.07806 13.13082
H 14.97471 17.36976 12.74768
H 13.65206 17.57202 13.44755



On energetic grounds, version one is preferred over the next structure by 1.344 eV.